[1]
{
  "formula": "C43H51As2Br2CsN6O3P2",
  "method": "ωB97M-V/def2-TZVPD",
  "spin_multiplicity": 1,
  "e_homo_ev": -6.51,
  "homo_lumo_gap_ev": 6.6,
  "lumo_energy_ev": 0.082,
  "total_charge": 0,
  "symbols": ["Cs", "C", "C", "As", "C", "C", "C", "C", "C", "C", "C", "C", "C", "C", "C", "C", "As", "C", "C", "C", "C", "C", "C", "C", "C", "C", "C", "C", "C", "H", "H", "H", "H", "H", "H", "H", "H", "H", "H", "H", "H", "H", "H", "H", "H", "H", "H", "H", "H", "H", "H", "H", "H", "C", "C", "C", "C", "C", "C", "Br", "C", "C", "Br", "C", "O", "C", "N", "H", "H", "H", "H", "H", "H", "N", "N", "C", "N", "N", "N", "O", "O", "H", "H", "H", "H", "H", "C", "P", "C", "C", "C", "P", "C", "C", "H", "H", "H", "H", "H", "H", "H", "H", "H", "H", "H", "H", "H", "H", "H", "H"],
  "xyz": [[-0.410, 0.545, -0.627], [3.456, -1.944, 0.572], [3.534, -0.419, 0.615], [2.205, 0.293, 1.898], [3.272, 0.127, 3.519], [3.054, -1.006, 4.299], [3.798, -1.219, 5.453], [4.751, -0.293, 5.844], [4.960, 0.847, 5.081], [4.227, 1.055, 3.922], [2.309, 2.194, 1.501], [3.438, 2.854, 1.021], [3.387, 4.214, 0.745], [2.206, 4.920, 0.934], [1.073, 4.267, 1.399], [1.123, 2.907, 1.679], [1.606, -2.541, 0.168], [1.092, -3.161, 1.948], [1.821, -4.103, 2.672], [1.444, -4.441, 3.963], [0.337, -3.836, 4.548], [-0.387, -2.887, 3.841], [-0.003, -2.552, 2.548], [2.007, -4.239, -0.717], [2.740, -4.205, -1.900], [2.957, -5.360, -2.636], [2.428, -6.568, -2.207], [1.686, -6.612, -1.037], [1.475, -5.456, -0.298], [3.764, -2.380, 1.526], [4.110, -2.350, -0.202], [3.298, 0.003, -0.366], [4.533, -0.082, 0.899], [2.292, -1.724, 4.015], [3.620, -2.106, 6.049], [5.326, -0.452, 6.747], [5.695, 1.579, 5.392], [4.391, 1.952, 3.341], [4.363, 2.313, 0.860], [4.270, 4.722, 0.378], [2.169, 5.980, 0.717], [0.146, 4.807, 1.548], [0.229, 2.403, 2.034], [2.694, -4.569, 2.229], [2.018, -5.171, 4.520], [0.050, -4.096, 5.559], [-1.238, -2.389, 4.290], [-0.549, -1.776, 2.022], [3.141, -3.265, -2.267], [3.530, -5.312, -3.553], [2.592, -7.470, -2.784], [1.271, -7.552, -0.693], [0.892, -5.509, 0.610], [-4.241, -0.732, -2.565], [-4.667, 0.318, -1.576], [-5.950, 0.902, -1.667], [-6.299, 1.887, -0.794], [-5.390, 2.296, 0.209], [-5.643, 3.329, 1.139], [-7.283, 4.291, 1.100], [-4.705, 3.658, 2.078], [-3.495, 2.968, 2.146], [-2.246, 3.461, 3.485], [-3.152, 1.906, 1.296], [-2.077, 1.239, 1.377], [-4.149, 1.617, 0.263], [-3.809, 0.668, -0.648], [-4.749, -0.604, -3.522], [-4.481, -1.732, -2.194], [-3.164, -0.691, -2.721], [-6.632, 0.575, -2.442], [-7.266, 2.367, -0.857], [-4.899, 4.456, 2.782], [-3.193, -1.736, 1.419], [-2.793, -3.031, 1.054], [-2.083, -3.346, -0.052], [-1.726, -4.630, -0.177], [-1.768, -2.328, -0.847], [-1.205, -2.609, -2.058], [-0.806, -1.630, -2.670], [-1.130, -3.744, -2.518], [-4.072, -1.532, 0.954], [-2.546, -1.024, 1.076], [-2.696, -3.650, 1.843], [-2.094, -5.309, 0.465], [-1.288, -4.920, -1.037], [2.663, 2.439, -4.792], [1.666, 1.692, -3.439], [1.693, 3.137, -2.295], [-0.009, 1.760, -4.256], [-0.738, 3.106, -4.268], [-1.707, 3.364, -2.703], [-3.383, 2.930, -3.309], [-1.835, 5.195, -2.687], [3.673, 2.638, -4.431], [2.232, 3.377, -5.152], [2.736, 1.741, -5.626], [2.721, 3.242, -1.939], [1.064, 2.994, -1.416], [1.403, 4.074, -2.775], [-0.642, 0.983, -3.814], [0.187, 1.409, -5.274], [-1.424, 3.167, -5.119], [-0.033, 3.933, -4.384], [-3.677, 3.545, -4.163], [-4.112, 3.052, -2.506], [-3.397, 1.881, -3.607], [-2.160, 5.592, -3.652], [-0.867, 5.627, -2.432], [-2.550, 5.500, -1.922]],
  "forces_ev_per_a": [[0.0, 0.1, -0.2], [0.0, 0.0, 0.0], [0.0, 0.0, 0.1], [0.0, 0.0, 0.0], [0.0, 0.0, 0.0], [0.0, 0.0, 0.0], [0.0, 0.0, 0.0], [0.0, 0.0, 0.0], [0.0, 0.0, 0.0], [0.0, -0.1, 0.0], [0.0, 0.0, 0.0], [0.0, 0.0, 0.0], [0.0, 0.0, 0.0], [0.0, 0.0, 0.0], [0.0, 0.0, 0.0], [0.0, 0.0, 0.0], [0.1, -0.1, 0.0], [0.1, 0.0, 0.0], [0.0, 0.0, -0.1], [0.0, 0.0, 0.0], [0.0, 0.0, 0.0], [0.0, 0.0, 0.0], [-0.1, 0.0, 0.0], [-0.1, -0.1, 0.1], [0.0, 0.1, 0.0], [0.0, 0.0, 0.0], [0.0, 0.0, 0.0], [0.0, 0.0, 0.0], [0.1, 0.0, -0.1], [0.0, 0.0, 0.0], [0.0, 0.0, 0.0], [0.0, 0.0, 0.0], [0.0, 0.0, 0.0], [0.0, 0.0, 0.0], [0.0, 0.0, 0.0], [0.0, 0.0, 0.0], [0.0, 0.0, 0.0], [0.0, 0.1, 0.0], [0.0, 0.0, 0.0], [0.0, 0.0, 0.0], [0.0, 0.0, 0.0], [0.0, 0.0, 0.0], [0.0, 0.0, 0.0], [0.0, 0.0, 0.0], [0.0, 0.0, 0.0], [0.0, 0.0, 0.0], [0.0, 0.0, 0.0], [0.0, 0.0, 0.0], [0.0, 0.0, 0.0], [0.0, 0.0, 0.0], [0.0, 0.0, 0.0], [0.0, 0.0, 0.0], [0.0, 0.0, 0.1], [0.0, 0.0, 0.0], [0.0, 0.0, -0.1], [0.0, 0.0, 0.0], [0.0, 0.0, 0.0], [0.0, 0.0, 0.0], [0.0, 0.0, 0.0], [0.0, 0.0, 0.0], [0.0, 0.1, 0.0], [0.0, 0.0, 0.0], [0.0, 0.0, 0.0], [0.0, 0.0, 0.0], [-0.1, 0.0, 0.2], [0.0, 0.0, 0.0], [0.0, 0.0, 0.1], [0.0, 0.0, 0.0], [0.0, 0.0, 0.0], [0.0, 0.0, 0.0], [0.0, 0.0, 0.0], [0.0, 0.0, 0.0], [0.0, 0.0, 0.0], [-0.1, 0.0, -0.2], [0.0, 0.0, 0.0], [-0.1, 0.0, 0.2], [0.0, 0.0, 0.0], [-0.1, -0.1, -0.3], [0.0, 0.1, 0.0], [0.0, -0.1, -0.1], [0.0, 0.0, 0.0], [0.0, 0.0, 0.0], [0.0, 0.0, 0.2], [0.0, 0.0, 0.0], [0.0, 0.0, 0.0], [0.0, 0.0, 0.0], [0.0, 0.0, 0.0], [0.0, 0.0, 0.0], [0.0, 0.0, 0.0], [0.0, 0.0, 0.0], [0.0, 0.0, 0.0], [0.0, 0.0, 0.0], [0.0, 0.0, 0.0], [0.0, 0.0, 0.0], [0.0, 0.0, 0.0], [0.0, 0.0, 0.0], [0.0, 0.0, 0.0], [0.0, 0.0, 0.0], [0.0, 0.0, 0.0], [0.0, 0.0, 0.0], [0.0, 0.0, 0.0], [0.0, 0.0, 0.0], [0.0, 0.0, 0.0], [0.0, 0.0, 0.0], [0.0, 0.0, 0.0], [0.0, 0.0, 0.0], [0.0, 0.0, 0.0], [0.0, 0.0, 0.0], [0.0, 0.0, 0.0], [0.0, 0.0, 0.0]]
}

[2]
{
  "formula": "C43H52As2CdN5OS2",
  "method": "ωB97M-V/def2-TZVPD",
  "spin_multiplicity": 2,
  "e_homo_ev": [-6.42, -7.71],
  "homo_lumo_gap_ev": [6.8, 6.9],
  "lumo_energy_ev": [0.432, -0.805],
  "total_charge": 0,
  "symbols": ["Cd", "C", "C", "As", "C", "C", "C", "C", "C", "C", "C", "C", "C", "C", "C", "C", "As", "C", "C", "C", "C", "C", "C", "C", "C", "C", "C", "C", "C", "H", "H", "H", "H", "H", "H", "H", "H", "H", "H", "H", "H", "H", "H", "H", "H", "H", "H", "H", "H", "H", "H", "H", "H", "O", "N", "C", "C", "C", "C", "C", "S", "H", "H", "H", "H", "N", "C", "C", "C", "N", "H", "H", "H", "H", "C", "C", "C", "C", "N", "C", "S", "N", "C", "C", "C", "C", "H", "H", "H", "H", "H", "H", "H", "H", "H", "H", "H", "H", "H", "H", "H", "H", "H", "H", "H", "H"],
  "xyz": [[-0.518, -17.976, -14.964], [3.415, -20.909, -13.081], [2.950, -21.661, -14.279], [1.770, -20.664, -15.507], [1.732, -21.984, -16.943], [2.470, -23.172, -16.990], [2.409, -24.049, -18.089], [1.595, -23.724, -19.148], [0.766, -22.611, -19.098], [0.834, -21.743, -18.029], [3.065, -19.497, -16.290], [2.863, -18.145, -16.098], [3.800, -17.200, -16.531], [4.922, -17.597, -17.246], [5.099, -18.933, -17.507], [4.200, -19.919, -17.031], [2.060, -19.651, -12.336], [2.976, -19.376, -10.636], [4.211, -18.760, -10.606], [4.908, -18.563, -9.459], [4.434, -19.074, -8.258], [3.182, -19.716, -8.242], [2.439, -19.819, -9.432], [0.578, -20.810, -11.725], [0.748, -22.115, -11.341], [-0.310, -22.861, -10.816], [-1.539, -22.264, -10.705], [-1.732, -20.901, -11.091], [-0.679, -20.222, -11.617], [4.242, -20.250, -13.326], [3.840, -21.555, -12.322], [2.395, -22.548, -14.007], [3.741, -22.041, -14.926], [3.154, -23.367, -16.192], [2.981, -24.967, -18.020], [1.509, -24.322, -20.043], [0.173, -22.359, -19.924], [0.194, -20.867, -17.982], [2.004, -17.814, -15.576], [3.650, -16.173, -16.248], [5.632, -16.901, -17.740], [5.936, -19.206, -18.223], [4.373, -21.005, -17.146], [4.628, -18.429, -11.531], [5.885, -18.131, -9.577], [5.081, -19.091, -7.394], [2.856, -20.116, -7.301], [1.524, -20.351, -9.438], [1.716, -22.670, -11.422], [-0.163, -23.858, -10.447], [-2.343, -22.779, -10.230], [-2.762, -20.415, -10.996], [-0.852, -19.185, -11.844], [-0.459, -18.328, -17.249], [-0.141, -17.248, -17.921], [0.667, -17.461, -18.930], [1.141, -16.417, -19.670], [0.583, -15.161, -19.448], [-0.300, -14.939, -18.414], [-0.691, -16.033, -17.604], [-1.956, -15.914, -16.391], [0.858, -18.507, -19.147], [1.854, -16.548, -20.495], [0.827, -14.366, -20.168], [-0.858, -14.044, -18.259], [-2.397, -20.139, -16.947], [-3.148, -21.246, -17.081], [-3.556, -21.605, -15.832], [-2.999, -20.619, -15.022], [-2.327, -19.693, -15.701], [-1.917, -19.602, -17.668], [-3.465, -21.699, -18.004], [-4.202, -22.407, -15.613], [-3.170, -20.536, -13.937], [1.607, -14.703, -9.268], [1.394, -13.808, -10.487], [1.764, -14.530, -11.835], [0.991, -15.802, -12.104], [-0.339, -15.579, -12.549], [-1.425, -15.969, -11.911], [-1.396, -16.547, -10.341], [-2.574, -15.876, -12.652], [-3.906, -16.288, -12.161], [-4.614, -15.087, -11.456], [-4.805, -13.885, -12.414], [-4.025, -12.595, -12.024], [1.549, -14.196, -8.252], [2.540, -15.261, -9.276], [0.835, -15.477, -9.268], [2.010, -12.930, -10.395], [0.378, -13.476, -10.483], [2.847, -14.734, -11.823], [1.536, -13.802, -12.607], [0.922, -16.433, -11.174], [1.458, -16.469, -12.853], [-0.361, -15.316, -13.518], [-2.435, -15.520, -13.605], [-3.755, -17.087, -11.488], [-4.484, -16.557, -13.048], [-3.959, -14.759, -10.602], [-5.587, -15.377, -11.046], [-5.886, -13.702, -12.408], [-4.488, -14.215, -13.418], [-4.243, -12.259, -10.975], [-4.257, -11.842, -12.795], [-2.981, -12.814, -12.010]],
  "forces_ev_per_a": [[-0.8, -0.2, -0.3], [0.2, 0.5, 0.5], [-0.3, -0.5, -1.0], [-0.7, -0.6, 0.1], [-0.8, -0.7, -1.3], [-0.3, 0.6, -0.5], [0.1, 0.4, 1.0], [-0.5, -0.3, -0.5], [1.2, 0.3, 1.0], [0.6, 0.0, 1.2], [1.3, -0.1, -0.9], [1.4, 0.4, -0.5], [-0.1, -0.2, 0.3], [0.0, 0.7, -0.6], [0.5, -2.0, -1.3], [0.0, 0.6, 0.6], [-0.2, 0.0, 0.0], [-0.6, -0.4, 0.6], [-0.7, 0.2, -1.1], [0.7, -0.4, 0.7], [-0.6, -0.6, -0.3], [0.8, 0.8, -0.7], [1.2, 0.0, 0.6], [0.9, 0.5, -0.5], [1.0, -1.7, 0.1], [0.1, 0.7, -0.2], [-0.5, 1.7, 0.0], [-1.8, -1.5, 0.5], [0.1, 0.7, 0.1], [0.1, 0.3, -0.2], [-0.2, -0.3, 0.3], [-0.4, -0.2, 0.2], [0.5, 0.2, 0.3], [0.2, -0.4, 0.3], [0.0, 0.1, -0.4], [0.3, -0.4, 0.1], [-0.9, 0.1, -1.0], [0.1, 0.0, -0.1], [-0.7, 0.4, 0.6], [-0.1, 0.4, -0.2], [-0.6, -0.3, 0.8], [-1.0, 0.1, 1.2], [0.0, 0.8, -0.3], [0.3, 0.3, -0.5], [0.3, 0.2, 0.4], [-0.2, 0.2, 0.2], [-0.4, -0.2, 0.1], [-0.9, -0.3, 0.2], [-0.7, 0.9, 0.0], [0.1, -0.3, -0.1], [-0.5, -0.4, 0.1], [1.7, -0.7, 0.0], [0.3, 0.4, -0.3], [-0.3, -0.6, 0.6], [-1.1, 0.4, 1.1], [1.5, -0.1, -1.6], [0.1, 0.2, -0.9], [0.3, 1.0, -0.4], [-0.1, -1.6, -0.1], [-0.7, 0.5, 0.2], [1.2, -0.4, -0.2], [0.3, 0.2, 0.3], [-0.5, -0.2, 0.5], [-0.1, -0.2, 0.6], [0.1, 0.6, 0.0], [0.1, 0.4, -1.8], [-0.1, 0.0, -0.4], [0.4, 0.7, -0.2], [-0.7, 0.4, 2.2], [0.0, -1.1, 0.8], [-0.1, 0.0, 0.4], [0.5, 0.2, -0.3], [-0.4, -0.6, 0.5], [0.4, 0.1, -0.7], [-0.4, -0.2, 1.1], [0.9, -1.2, -0.1], [-0.1, 0.7, 1.1], [1.0, -1.5, 1.2], [0.8, 0.7, -0.7], [-1.9, -0.3, 0.0], [-0.4, -0.2, 0.2], [0.5, -0.1, 0.0], [0.1, 2.4, -0.7], [1.2, 0.2, 0.3], [0.1, -0.2, 0.6], [-1.3, -0.5, 0.2], [0.0, -0.3, -1.3], [0.4, 0.2, -0.2], [0.0, 0.1, 0.2], [0.3, 0.5, -0.1], [-0.8, 0.2, -0.2], [-0.3, 0.0, -0.1], [0.3, 0.0, -0.5], [0.2, 0.6, -0.9], [0.2, 0.5, 0.2], [-0.6, 0.1, -0.3], [-0.5, -0.3, 0.6], [0.0, -1.0, 0.6], [0.0, -0.3, 0.1], [-0.6, -0.5, -0.6], [0.2, -0.2, 0.0], [0.2, 0.3, -0.5], [-0.3, 0.4, 0.2], [-0.2, -0.1, -1.1], [0.3, 0.1, 0.7], [0.9, -0.1, -0.3]]
}

Record order is preserved below.
E_tot: -12545.77707 -7454.29056 hartree
Record order is preserved below.
ΔE to the lowest compared entry with this formula, charge and spin: 0.232 0.530 eV